(1)
Entry from OMol25: the ion C4H8NO3 with charge -1 at a distorted geometry (the ωB97M-V functional and the def2-TZVPD basis).

CARTESIAN COORDINATES (ANGSTROEM)
O: -1.3345 -1.7903 -0.3435
C: -0.1734 -1.7259 -0.1091
O: 0.6296 -2.6733 0.1194
C: 0.4370 -0.2877 0.0600
C: -0.5036 0.7216 -0.6934
C: 0.1528 2.0703 -0.8923
O: 0.1568 2.7786 0.2902
N: 0.5397 0.2020 1.3966
H: 1.4829 -0.2691 -0.3435
H: -1.5038 0.5241 -0.1278
H: -0.6271 0.2736 -1.7496
H: -0.5016 2.7198 -1.5149
H: 1.1038 2.0699 -1.5607
H: 0.4317 2.2332 0.9607
H: -0.4002 0.1312 1.7504
H: 1.1450 -0.2871 2.0900

- SMILES: N[C@H](CCO)C(=O)[O-]
- Net charge: -1
- DFT total energy: -11910.9653 eV
- Energy relative to the best compared isomer or geometry (same formula, charge and spin): 224.7 kJ/mol
- Frontier orbital gap: 7.61 eV
- Lowest unoccupied orbital energy: 3.8316 eV

=====

(2)
Entry from OMol25: the molecule C16H29N3O5S at a distorted geometry (the ωB97M-V functional and the def2-TZVPD basis).

CARTESIAN COORDINATES (ANGSTROEM)
C: 6.3721 1.0218 0.5632
H: 5.6531 1.1191 -0.2441
C: 6.2540 -0.3510 1.2137
C: 4.8629 -0.6158 1.7552
H: 4.4165 0.2601 2.2158
H: 4.8455 -1.4459 2.4574
S: 3.7358 -1.1409 0.4280
O: 2.5380 -1.6398 1.0555
O: 4.4356 -2.0307 -0.4525
N: 3.4355 0.2904 -0.4066
C: 2.3608 1.0830 0.1453
H: 2.4584 1.0691 1.2315
C: 0.9750 0.5531 -0.2485
C: -0.0863 1.5195 0.2570
O: 0.1554 2.7069 0.3895
N: -1.3103 1.0181 0.5485
C: -1.7951 -0.3281 0.3521
H: -1.0008 -0.9963 0.0297
H: -2.1955 -0.6955 1.3051
C: -2.9263 -0.3198 -0.6893
N: -3.9629 0.5962 -0.2773
C: -5.1798 0.2184 0.1867
O: -5.9896 0.9810 0.6581
O: -5.3989 -1.1052 0.0275
C: -6.6912 -1.5573 0.4336
C: -6.7486 -3.0613 0.2428
H: -7.7249 -3.4285 0.5447
H: -6.5807 -3.3132 -0.8008
H: -5.9845 -3.5458 0.8449
H: -7.4512 -1.0494 -0.1705
H: -6.8519 -1.2809 1.4816
C: -3.4915 1.9441 -0.0408
H: -4.3311 2.5377 0.3215
C: -2.3580 1.9224 0.9873
H: -1.9193 2.9145 1.0985
H: -2.7443 1.5803 1.9533
H: -3.1262 2.3611 -0.9849
H: -3.3483 -1.3169 -0.8014
H: -2.5323 0.0190 -1.6548
H: 0.8722 -0.4341 0.2040
C: 0.8923 0.4465 -1.7773
C: 2.0356 -0.4191 -2.3014
C: 3.3740 0.1601 -1.8489
H: 4.1949 -0.4940 -2.1421
H: 3.5276 1.1546 -2.2805
H: 1.9476 -1.4316 -1.9013
H: 2.0045 -0.4707 -3.3907
H: -0.0677 0.0203 -2.0766
H: 0.9658 1.4507 -2.2039
H: 2.4712 2.1151 -0.2001
H: 6.4772 -1.1286 0.4812
H: 6.9800 -0.4317 2.0266
H: 7.3727 1.1619 0.1620
H: 6.1829 1.8068 1.2925

- SMILES: CCCS(=O)(=O)N1CCC[C@H](C(=O)N2CCN(C(=O)OCC)CC2)C1
- Net charge: 0
- DFT total energy: -42606.8574 eV
- Energy relative to the best compared isomer or geometry (same formula, charge and spin): 1.5 kJ/mol
- Frontier orbital gap: 9.64 eV
- Lowest unoccupied orbital energy: 0.6815 eV

=====

(3)
Entry from OMol25: a structure of composition C28H29BCl2GeO6RuS (the ωB97M-V functional and the def2-TZVPD basis).

CARTESIAN COORDINATES (ANGSTROEM)
Ru: -0.6566 1.1118 1.6122
O: -2.2254 0.1349 2.3298
S: -1.3863 -1.0100 2.9291
O: -2.0032 -2.2780 2.8743
O: -0.7208 -0.5590 4.1131
O: -0.2476 -0.9216 1.7250
Cl: -1.5753 3.3201 1.9132
C: -2.9021 3.6429 0.7153
Cl: -3.9851 2.2915 0.5570
H: -2.4117 3.8398 -0.2295
H: -3.4230 4.5043 1.1166
C: 1.9867 -1.5530 -0.1107
Ge: 1.6655 -0.8576 1.6600
C: 1.6454 1.1185 1.7097
C: 1.4391 1.8731 0.5329
C: 1.4996 3.2758 0.5629
C: 1.7251 3.9370 1.7529
C: 1.8592 3.2082 2.9340
C: 1.8124 1.8206 2.9213
C: 2.3980 -1.7314 3.1995
C: 1.6598 -2.6456 3.9063
C: 2.2176 -3.3091 5.0195
C: 3.5000 -3.0439 5.4004
C: 4.2993 -2.1185 4.6851
C: 5.6386 -1.8477 5.0587
C: 6.4016 -0.9701 4.3453
C: 5.8610 -0.3192 3.2156
C: 4.5709 -0.5568 2.8376
C: 3.7492 -1.4573 3.5623
H: 2.7548 -2.3231 -0.0653
H: 2.3109 -0.7712 -0.7961
H: 1.0633 -1.9949 -0.4852
H: 1.3818 1.3825 -0.4316
H: 1.3752 3.8288 -0.3589
H: 1.7861 5.0165 1.7721
H: 2.0185 3.7238 3.8722
H: 1.9370 1.2678 3.8458
H: 0.6384 -2.8784 3.6343
H: 1.6176 -4.0229 5.5669
H: 3.9314 -3.5460 6.2577
H: 6.0489 -2.3569 5.9219
H: 7.4241 -0.7737 4.6374
H: 6.4753 0.3666 2.6474
H: 4.1785 -0.0475 1.9600
C: -2.8399 -2.1565 -5.6941
C: -3.6772 -0.8957 -5.4368
C: -3.8333 -0.1436 -6.7583
C: -5.0732 -1.3008 -4.9430
C: -2.9929 -0.0474 -4.3637
C: -2.5815 1.2654 -4.5997
C: -1.9622 2.0525 -3.6272
C: -1.7721 1.4681 -2.4025
O: -1.1980 2.0030 -1.2478
B: -1.3044 0.9816 -0.3213
O: -1.8520 -0.1629 -0.8383
C: -2.1686 0.1682 -2.1503
C: -2.7777 -0.6115 -3.0984
H: -3.3175 -2.7706 -6.4592
H: -2.7381 -2.7666 -4.7957
H: -1.8392 -1.8947 -6.0426
H: -4.3238 -0.7929 -7.4841
H: -2.8682 0.1481 -7.1765
H: -4.4503 0.7498 -6.6466
H: -5.5740 -1.9076 -5.6992
H: -5.6884 -0.4202 -4.7501
H: -5.0249 -1.8879 -4.0249
H: -2.7440 1.7060 -5.5717
H: -1.6526 3.0676 -3.8342
H: -3.0798 -1.6224 -2.8618

- Spin multiplicity: 2
- Net charge: +1
- DFT total energy: -137442.2445 eV
- Energy relative to the best compared isomer or geometry (same formula, charge and spin): 0.0 kJ/mol
- Frontier orbital gap (alpha / beta): 7.23 / 5.84 eV
- Lowest unoccupied orbital energy (alpha / beta): -3.7749 / -5.1616 eV
- <S²>: 0.76

=====

(4)
Entry from OMol25: a cluster of 7 separate species, H13O6S in total at a distorted geometry (the ωB97M-V functional and the def2-TZVPD basis).

CARTESIAN COORDINATES (ANGSTROEM)
S: -2.0284 -0.7021 0.6860
H: -2.5130 -0.3756 1.9241
H: 1.1640 -0.6519 1.5671
H: 0.8004 -0.9982 3.1509
O: 1.4090 -0.5091 2.4211
H: 1.3937 1.0396 -1.0683
H: 2.9131 0.8600 -0.7454
O: 2.2830 1.5585 -0.9440
H: 1.6556 -0.9940 0.2370
H: 2.7313 -0.5650 1.0707
O: 2.6058 -0.6319 0.1115
H: -0.3550 0.3241 -0.8461
H: -0.9894 1.3026 -1.8112
O: -0.1812 0.9604 -1.7290
H: -1.9452 2.1192 0.6819
H: -2.9575 1.4531 -0.1958
O: -2.3342 2.1322 -0.2742
H: 0.6071 -1.6035 -1.8137
H: -0.8429 -1.6942 -1.0611
O: 0.0664 -2.1328 -1.0936

- Net charge: -1
- DFT total energy: -23330.9847 eV
- Energy relative to the best compared isomer or geometry (same formula, charge and spin): 334.3 kJ/mol
- Frontier orbital gap: 7.49 eV
- Lowest unoccupied orbital energy: 3.3649 eV

=====

(5)
Entry from OMol25: a structure of composition CH3NO6P2 at a distorted geometry (the ωB97M-V functional and the def2-TZVPD basis).

CARTESIAN COORDINATES (ANGSTROEM)
C: 0.2071 -0.1029 0.1552
N: -2.0223 -1.6386 -0.9057
O: -2.2859 1.7988 -0.1763
O: -4.5668 0.7148 0.4552
O: -1.1485 -1.7522 -1.8374
O: -0.7789 -2.4990 1.3646
O: -2.9354 -0.3531 -1.1982
O: -2.3660 -0.3961 1.2370
P: -1.1836 -1.2785 0.5581
P: -3.1146 0.5868 0.0291
H: 0.5864 -0.0273 1.2796
H: 0.9235 -0.6231 -0.5033
H: -0.4608 0.7760 -0.1388

- Net charge: -2
- DFT total energy: -33440.2158 eV
- Energy relative to the best compared isomer or geometry (same formula, charge and spin): 0.0 kJ/mol
- Frontier orbital gap: 6.15 eV
- Lowest unoccupied orbital energy: 6.7685 eV